#1
Molecular formula: C20H29N11O9PSSc
Method: DFT, wB97M-V/def2-TZVPD

**HOMO level**: -13.41 eV
**Orbital gap**: 0.2072 Eh
**Total charge**: +2

Cartesian coordinates (Å):
1 Sc -0.059 -0.183 0.403
2 C -0.945 0.915 4.721
3 C -0.666 0.877 3.260
4 N -0.165 -0.126 2.635
5 N 0.201 -1.234 3.346
6 C 1.225 -1.831 2.801
7 N 1.700 -2.937 3.388
8 S 2.052 -1.286 1.338
9 C -0.854 2.078 2.414
10 C -1.371 3.263 2.912
11 C -1.434 4.375 2.086
12 C -0.982 4.271 0.780
13 C -0.503 3.049 0.348
14 N -0.431 1.971 1.136
15 H -0.711 -0.043 5.170
16 H -1.998 1.146 4.898
17 H -0.351 1.693 5.205
18 H 1.308 -3.228 4.269
19 H 2.568 -3.336 3.084
20 H -1.711 3.315 3.936
21 H -1.829 5.310 2.460
22 H -1.005 5.113 0.103
23 H -0.171 2.920 -0.675
24 O -1.392 -0.728 -3.697
25 N -0.471 -0.224 -4.015
26 C 0.357 -2.781 -3.918
27 N 1.042 -1.476 -3.878
28 C 1.839 -1.237 -5.096
29 P 1.821 -1.261 -2.305
30 O 0.642 -1.201 -1.378
31 N 2.721 0.084 -2.471
32 C 2.093 1.331 -2.923
33 C 3.810 0.325 -1.501
34 N 2.792 -2.519 -2.041
35 C 2.378 -3.674 -1.233
36 C 4.068 -2.694 -2.745
37 H -0.260 -2.837 -4.815
38 H -0.261 -2.908 -3.031
39 H 1.088 -3.589 -3.959
40 H 1.165 -1.136 -5.947
41 H 2.500 -2.084 -5.283
42 H 2.435 -0.336 -4.996
43 H 1.483 1.188 -3.811
44 H 2.881 2.037 -3.179
45 H 1.466 1.781 -2.148
46 H 4.198 -0.610 -1.109
47 H 3.455 0.926 -0.660
48 H 4.613 0.861 -2.004
49 H 1.442 -3.467 -0.725
50 H 3.139 -3.870 -0.478
51 H 2.272 -4.556 -1.869
52 H 4.304 -1.821 -3.349
53 H 4.025 -3.575 -3.389
54 H 4.868 -2.841 -2.018
55 O -7.481 0.911 -0.148
56 N -6.806 1.620 -0.857
57 O -7.192 2.552 -1.525
58 C -5.357 1.339 -0.893
59 C -4.532 2.147 -1.667
60 C -3.195 1.854 -1.724
61 C -2.586 0.800 -0.987
62 O -1.318 0.615 -1.015
63 C -3.490 0.044 -0.186
64 C -4.859 0.303 -0.152
65 N -3.024 -1.043 0.637
66 O -3.790 -1.652 1.315
67 O -1.801 -1.367 0.604
68 N -2.340 2.736 -2.528
69 O -2.563 3.920 -2.471
70 O -1.446 2.224 -3.184
71 H -4.944 2.986 -2.213
72 H -5.524 -0.297 0.454


#2
Molecular formula: C20H29N11O9PSSc
Method: DFT, wB97M-V/def2-TZVPD

**HOMO level**: -13.38 eV
**Orbital gap**: 0.2087 Eh
**Total charge**: +2

Cartesian coordinates (Å):
1 Sc 0.494 0.740 0.622
2 C 4.077 3.388 1.480
3 C 3.129 2.299 1.117
4 N 1.903 2.237 1.495
5 N 1.419 3.201 2.333
6 C 0.485 2.726 3.114
7 N -0.082 3.561 3.995
8 S -0.087 1.059 3.113
9 C 3.583 1.116 0.352
10 C 4.877 0.994 -0.128
11 C 5.257 -0.180 -0.760
12 C 4.331 -1.201 -0.901
13 C 3.052 -0.996 -0.420
14 N 2.676 0.128 0.199
15 H 3.574 4.135 2.084
16 H 4.469 3.863 0.579
17 H 4.925 2.985 2.038
18 H 0.288 4.494 4.085
19 H -0.688 3.205 4.710
20 H 5.579 1.804 0.000
21 H 6.266 -0.296 -1.134
22 H 4.586 -2.136 -1.379
23 H 2.290 -1.757 -0.542
24 O -2.340 -0.995 -2.264
25 N -2.256 -1.914 -1.678
26 C -4.243 -0.647 -0.398
27 N -3.312 -1.737 -0.050
28 C -4.006 -3.035 0.071
29 P -2.265 -1.228 1.277
30 O -1.504 -0.095 0.656
31 N -1.438 -2.570 1.682
32 C -0.704 -3.315 0.652
33 C -0.741 -2.584 2.987
34 N -3.191 -0.787 2.518
35 C -3.548 0.617 2.765
36 C -3.888 -1.748 3.382
37 H -4.735 -0.881 -1.343
38 H -3.704 0.295 -0.485
39 H -5.012 -0.553 0.368
40 H -4.356 -3.344 -0.914
41 H -4.873 -2.934 0.726
42 H -3.339 -3.791 0.474
43 H -1.321 -3.530 -0.218
44 H -0.395 -4.268 1.078
45 H 0.188 -2.780 0.312
46 H -1.267 -1.978 3.717
47 H 0.277 -2.198 2.891
48 H -0.695 -3.612 3.343
49 H -2.972 1.275 2.123
50 H -3.314 0.865 3.800
51 H -4.616 0.765 2.595
52 H -3.616 -2.770 3.128
53 H -4.968 -1.630 3.278
54 H -3.622 -1.562 4.423
55 O 1.776 3.200 -6.390
56 N 1.787 1.997 -6.267
57 O 2.033 1.185 -7.128
58 C 1.417 1.463 -4.942
59 C 1.406 0.089 -4.747
60 C 1.028 -0.405 -3.523
61 C 0.692 0.422 -2.415
62 O 0.421 -0.067 -1.265
63 C 0.751 1.821 -2.689
64 C 1.103 2.335 -3.933
65 N 0.441 2.790 -1.665
66 O 0.612 3.951 -1.868
67 O -0.043 2.398 -0.562
68 N 1.038 -1.863 -3.353
69 O 1.872 -2.486 -3.959
70 O 0.225 -2.354 -2.580
71 H 1.686 -0.579 -5.550
72 H 1.130 3.401 -4.110


The most stable arrangement is #1, and the next structure is 0.0025 hartree less stable.


#1
Molecular formula: C8H15N
Method: DFT, wB97M-V/def2-TZVPD

**HOMO level**: -9.08 eV
**Orbital gap**: 0.3676 Eh
**Structure (SMILES)**: [H]/N=C(\C)CC(=C)C(C)C
**Total charge**: 0

Cartesian coordinates (Å):
1 H 0.724 2.739 2.437
2 N 0.667 1.828 1.971
3 C 0.244 1.950 0.752
4 C -0.026 3.310 0.158
5 C 0.125 0.741 -0.178
6 C -0.527 -0.522 0.351
7 C -1.359 -0.548 1.408
8 C -0.211 -1.821 -0.388
9 C -0.361 -1.690 -1.907
10 C 1.182 -2.341 -0.025
11 H -1.008 3.314 -0.322
12 H -0.001 4.089 0.924
13 H 0.740 3.525 -0.593
14 H -0.427 1.058 -1.072
15 H 1.151 0.525 -0.496
16 H -1.796 -1.476 1.766
17 H -1.606 0.345 1.973
18 H -0.931 -2.589 -0.072
19 H -0.256 -2.669 -2.388
20 H -1.345 -1.291 -2.173
21 H 0.402 -1.031 -2.336
22 H 1.363 -3.314 -0.496
23 H 1.973 -1.660 -0.355
24 H 1.281 -2.475 1.058


#2
Molecular formula: C8H15N
Method: DFT, wB97M-V/def2-TZVPD

**HOMO level**: -8.58 eV
**Orbital gap**: 0.3510 Eh
**Structure (SMILES)**: C=C(C)/C(=C\C)CNC
**Total charge**: 0

Cartesian coordinates (Å):
1 C -1.088 2.467 -0.301
2 C -0.712 1.331 0.357
3 C -1.171 1.085 1.766
4 C 0.084 0.264 -0.251
5 C -0.454 -0.572 -1.131
6 C -1.925 -0.756 -1.497
7 C 1.567 0.300 0.095
8 N 2.337 -0.856 -0.240
9 C 2.132 -2.018 0.537
10 H -0.935 2.636 -1.398
11 H -1.548 3.286 0.266
12 H -1.751 1.937 2.171
13 H -1.759 0.103 1.814
14 H -0.273 0.860 2.416
15 H 0.254 -1.260 -1.655
16 H -2.121 -0.504 -2.566
17 H -2.302 -1.789 -1.356
18 H -2.559 -0.047 -0.921
19 H 1.654 0.476 1.172
20 H 1.955 1.191 -0.383
21 H 2.268 -1.033 -1.266
22 H 1.155 -2.523 0.478
23 H 2.866 -2.814 0.299
24 H 2.325 -1.766 1.594


The most stable arrangement is #1, and the next structure is 0.0333 hartree less stable.


#1
Molecular formula: C6H15N
Method: DFT, wB97M-V/def2-TZVPD

**HOMO level (spin up / spin down)**: -15.48 / -15.45 eV
**Orbital gap (spin up / spin down)**: 0.4607 / 0.2789 Eh
**2S+1**: 2
**Total charge**: +1

Cartesian coordinates (Å):
1 C 0.901 0.549 -0.650
2 N -0.074 0.270 0.389
3 C -1.402 0.841 0.243
4 C -2.453 -0.303 -0.043
5 C -2.335 -1.631 -0.776
6 C 2.291 -0.041 -0.325
7 C 2.857 0.486 0.983
8 H 0.655 0.037 -1.585
9 H 0.871 1.634 -0.796
10 H 0.293 0.458 1.325
11 H -1.361 1.667 -0.461
12 H -1.728 1.195 1.215
13 H -3.329 0.172 -0.501
14 H -2.805 -0.465 0.976
15 H -1.599 -2.217 -0.198
16 H -3.232 -2.233 -0.742
17 H -1.823 -1.654 -1.737
18 H 2.860 0.363 -1.159
19 H 2.185 -1.112 -0.178
20 H 2.421 0.053 1.882
21 H 2.870 1.582 1.054
22 H 3.937 0.347 1.085


#2
Molecular formula: C6H15N
Method: DFT, wB97M-V/def2-TZVPD

**HOMO level (spin up / spin down)**: -15.15 / -15.63 eV
**Orbital gap (spin up / spin down)**: 0.3595 / 0.3472 Eh
**2S+1**: 2
**Total charge**: +1

Cartesian coordinates (Å):
1 C 1.574 -0.643 -1.287
2 C 1.953 0.813 -1.326
3 C 0.411 -1.016 -0.643
4 N -0.582 -0.169 -0.202
5 C 0.019 1.074 1.799
6 C -0.753 -0.140 1.264
7 C -2.252 -0.014 1.504
8 H 0.077 -2.051 -0.758
9 H 1.725 -1.083 -2.279
10 H 2.441 1.073 -0.381
11 H 2.663 1.052 -2.111
12 H 1.076 1.459 -1.414
13 H -0.911 -1.150 -2.885
14 H -1.222 -1.390 -3.511
15 H 1.557 -0.929 0.033
16 H 1.101 0.958 1.859
17 H -0.227 1.930 1.169
18 H -0.359 1.276 2.798
19 H -0.391 -1.041 1.740
20 H -2.656 0.835 0.951
21 H -2.732 -0.914 1.126
22 H -2.511 0.069 2.555


The most stable arrangement is #1, and the next structure is 0.1097 hartree less stable.


#1
Molecular formula: C10H9NO2
Method: DFT, wB97M-V/def2-TZVPD

**HOMO level**: -8.65 eV
**Orbital gap**: 0.3061 Eh
**Total charge**: 0

Cartesian coordinates (Å):
1 C 2.368 -0.762 -0.243
2 C 1.129 0.267 -0.080
3 C 1.246 1.567 0.088
4 C 0.110 2.404 -0.009
5 C -1.114 1.758 0.077
6 C -1.257 0.407 -0.183
7 C -2.530 -1.515 -0.083
8 C -1.363 -2.342 0.056
9 C -0.177 -1.750 0.003
10 C -0.133 -0.311 -0.289
11 H 2.955 0.823 0.598
12 H 2.369 -1.394 -1.088
13 H 2.395 -1.551 0.640
14 H 2.224 2.229 -0.199
15 H 0.400 3.467 0.133
16 H -2.819 1.906 -0.175
17 H -3.691 -1.644 0.077
18 H -1.625 -3.412 0.772
19 H 0.674 -2.536 0.414
20 N -2.519 -0.166 -0.334
21 O 3.552 -0.010 -0.132
22 O -2.195 2.566 -0.044


#2
Molecular formula: C10H9NO2
Method: DFT, wB97M-V/def2-TZVPD

**HOMO level**: -7.91 eV
**Orbital gap**: 0.3150 Eh
**Structure (SMILES)**: COc1ccc(O)c2ncccc12
**Total charge**: 0

Cartesian coordinates (Å):
1 C -3.369 -0.195 0.070
2 O -2.093 -0.794 -0.047
3 C -1.052 0.071 -0.094
4 C -1.068 1.421 0.000
5 C 0.154 2.228 -0.019
6 C 1.400 1.659 -0.081
7 O 2.593 2.327 -0.120
8 C 1.424 0.197 -0.057
9 N 2.638 -0.378 0.039
10 C 2.750 -1.669 0.139
11 C 1.637 -2.522 -0.090
12 C 0.388 -1.969 -0.185
13 C 0.234 -0.597 -0.124
14 H -3.487 0.589 -0.741
15 H -4.116 -1.009 -0.031
16 H -3.494 0.287 1.075
17 H -1.994 2.027 -0.023
18 H -0.029 3.317 0.006
19 H 2.375 3.282 0.193
20 H 3.782 -2.075 0.452
21 H 1.821 -3.603 -0.113
22 H -0.493 -2.594 -0.248


The most stable arrangement is #2, and the next structure is 0.1742 hartree less stable.